Record 1
{
  "formula": "C2Cl5NS2",
  "method": "the ωB97M-V functional and the def2-TZVPD basis",
  "lumo_energy_ev": -2.80,
  "orbital_gap_ha": 0.2238,
  "homo_ev": -8.887,
  "energy_ev": -87843.286,
  "elements": ["C", "C", "N", "S", "S", "Cl", "Cl", "Cl", "Cl", "Cl"],
  "xyz": [[0.8443, 0.6946, 0.0758], [1.4478, -0.6560, -0.2514], [-0.3732, 0.9738, 0.0582], [-1.5449, 1.9395, -0.0727], [-3.3036, -0.3940, -0.5206], [2.0049, 1.9625, 0.3332], [2.9129, -1.0303, 0.8615], [0.1153, -1.9128, 0.0673], [1.7227, -0.7771, -1.9174], [-3.8263, -0.8002, 1.3660]],
  "forces_ev_per_angstrom": [[-0.2, 1.0, 0.4], [-1.2, -1.6, 2.3], [2.2, -1.3, -0.3], [-2.5, -1.3, -0.2], [0.8, 1.8, 0.2], [0.2, 0.2, -0.1], [-1.5, 0.3, -1.4], [1.0, 0.7, 0.3], [1.1, 0.2, -1.3], [0.0, 0.0, 0.1]]
}

---

Record 2
{
  "formula": "C4H7Cl2NO",
  "method": "the ωB97M-V functional and the def2-TZVPD basis",
  "lumo_energy_ev": [0.64, -1.29],
  "orbital_gap_ha": [0.3188, 0.3511],
  "homo_ev": [-8.040, -10.843],
  "multiplicity": 3,
  "energy_ev": -32839.472,
  "de_lowest_kcal_mol": 0.00,
  "elements": ["C", "C", "C", "C", "N", "O", "Cl", "Cl", "H", "H", "H", "H", "H", "H", "H"],
  "xyz": [[0.6684, 0.5114, 1.8142], [-0.2512, -0.3212, -1.9246], [0.9592, 0.2601, 0.2756], [-0.2437, -0.3966, -0.4555], [-2.0585, 0.7093, 0.2583], [-2.8039, -0.1310, 0.5133], [2.3737, -0.8341, 0.2567], [-0.7470, -1.9014, 0.1596], [-0.3017, 0.8532, 1.8716], [0.8378, -0.4195, 2.4045], [1.2021, 1.3349, 2.3512], [-0.4134, 0.7981, -2.3240], [-0.9743, -0.8872, -2.5509], [0.5404, -0.7793, -2.4269], [1.2122, 1.2032, -0.2232]],
  "forces_ev_per_angstrom": [[1.9, -0.5, -0.2], [-2.5, 2.9, -2.2], [-1.1, 0.3, 1.8], [1.6, -0.3, 0.1], [0.2, 0.5, -0.3], [-0.8, 0.0, 0.2], [0.3, 0.0, -0.6], [0.2, -0.5, 0.3], [-2.4, 0.3, 0.3], [-0.4, 0.7, -0.6], [0.4, -0.7, -1.1], [0.8, -2.3, 1.0], [-0.8, 0.3, 1.4], [2.5, -0.2, -0.2], [0.0, -0.4, 0.0]]
}

---

Record 3
{
  "formula": "C10H10O2",
  "method": "the ωB97M-V functional and the def2-TZVPD basis",
  "lumo_energy_ev": 0.63,
  "orbital_gap_ha": 0.3725,
  "homo_ev": -9.506,
  "energy_ev": -14626.691,
  "smiles": "O=C(O)[C@@H]1CCc2ccccc21",
  "de_lowest_kcal_mol": 28.95,
  "elements": ["O", "C", "O", "C", "C", "C", "C", "C", "C", "C", "C", "C", "H", "H", "H", "H", "H", "H", "H", "H", "H", "H"],
  "xyz": [[-1.2977, 0.4654, 3.3180], [-0.9208, 0.6196, 2.1753], [-0.4770, 1.7301, 1.6683], [-0.8351, -0.5410, 1.1706], [0.4980, -1.4096, 1.5682], [1.5884, -0.9685, 0.5328], [0.7595, -0.2607, -0.5569], [1.2045, 0.2554, -1.7402], [0.3783, 0.8878, -2.6329], [-0.9547, 0.9375, -2.3122], [-1.5216, 0.3295, -1.1851], [-0.5936, -0.1612, -0.2355], [-0.2407, 1.3219, 0.8123], [-1.6850, -1.2516, 1.2239], [0.2719, -2.4626, 1.5175], [0.6522, -1.1238, 2.6259], [2.2466, -0.1946, 1.1093], [2.1702, -1.8654, 0.2144], [2.2589, 0.2663, -1.8703], [0.7454, 1.3618, -3.5468], [-1.6950, 1.6126, -2.9292], [-2.5528, 0.4511, -0.9275]],
  "forces_ev_per_angstrom": [[0.3, 0.4, -1.0], [-1.5, -2.3, 2.0], [0.6, 0.7, -0.7], [0.2, -2.8, 0.9], [-1.2, 1.8, 0.0], [0.0, 1.2, 1.7], [-0.1, -0.8, 0.7], [1.2, 0.1, -0.1], [-0.1, 0.3, -0.3], [-3.5, 1.5, -1.3], [2.3, 0.7, 0.8], [-0.4, -0.2, -1.1], [0.5, 1.8, -0.7], [0.2, 0.8, 0.5], [-0.1, -0.3, -0.1], [0.6, -0.5, -0.6], [-0.7, -1.4, -1.4], [-0.2, 1.0, 0.0], [0.8, -0.2, -0.5], [0.0, -0.1, 0.4], [1.6, -1.7, 0.9], [-0.4, 0.0, 0.0]]
}

---

Record 4
{
  "formula": "C5H9NO2",
  "method": "the ωB97M-V functional and the def2-TZVPD basis",
  "lumo_energy_ev": 0.68,
  "orbital_gap_ha": 0.3185,
  "homo_ev": -7.990,
  "energy_ev": -10911.440,
  "smiles": "C[C@H](C=C=O)N(C)O",
  "de_lowest_kcal_mol": 118.43,
  "elements": ["C", "C", "C", "C", "O", "N", "C", "O", "H", "H", "H", "H", "H", "H", "H", "H", "H"],
  "xyz": [[-0.2864, 1.6959, -0.5102], [-0.9768, 0.3567, -0.3898], [-1.6269, -0.0234, 0.8668], [-0.7546, -0.7419, 1.6114], [-0.3450, -1.1412, 2.6574], [0.2586, -0.8181, -0.1178], [1.6751, -0.6285, 0.1824], [0.1644, -1.7628, -1.2054], [0.4107, 1.8831, 0.3089], [-1.0406, 2.4897, -0.4515], [0.2346, 1.7871, -1.4687], [-1.6195, 0.1716, -1.2611], [-2.6887, -0.2223, 0.9152], [2.1151, -1.5909, 0.4579], [1.7864, 0.0191, 1.0527], [2.2104, -0.2049, -0.6702], [0.4830, -1.2692, -1.9781]],
  "forces_ev_per_angstrom": [[-0.3, 0.3, 0.1], [2.2, -1.1, 0.6], [-0.3, -0.2, 0.0], [-1.1, -0.2, 2.3], [-0.1, 0.1, -2.3], [-0.8, 0.3, -1.2], [-0.1, 0.8, -0.4], [0.0, 0.2, 0.8], [0.0, -0.1, 0.0], [0.1, -0.1, -0.1], [0.0, 0.0, 0.1], [0.7, -0.5, -0.1], [0.0, 0.5, 0.6], [-0.3, 0.0, -0.2], [-0.1, 0.1, -0.1], [0.2, 0.0, 0.0], [0.0, -0.1, 0.1]]
}

---

Record 5
{
  "formula": "C17H14CsF6N3O10S2",
  "method": "the ωB97M-V functional and the def2-TZVPD basis",
  "lumo_energy_ev": 3.62,
  "orbital_gap_ha": 0.1541,
  "homo_ev": -0.579,
  "energy_ev": -81327.037,
  "total_charge": -2,
  "de_lowest_kcal_mol": 25.57,
  "elements": ["Cs", "F", "C", "F", "F", "S", "O", "O", "N", "S", "O", "O", "C", "F", "F", "F", "O", "C", "C", "O", "C", "C", "O", "C", "O", "O", "C", "C", "N", "C", "C", "C", "O", "C", "C", "C", "C", "N", "C", "H", "H", "H", "H", "H", "H", "H", "H", "H", "H", "H", "H", "H", "H"],
  "xyz": [[1.5278, -0.5346, 2.1534], [-3.8933, -2.5875, 3.1034], [-2.6763, -2.9187, 2.6636], [-2.7988, -3.9865, 1.8628], [-1.9176, -3.2548, 3.6997], [-1.9318, -1.5493, 1.6734], [-0.6250, -2.0511, 1.3246], [-2.8710, -1.3197, 0.6091], [-1.9251, -0.4198, 2.7971], [-1.5350, 1.0750, 2.4027], [-1.2457, 1.8503, 3.5593], [-0.6343, 1.1391, 1.2755], [-3.1161, 1.8260, 1.7407], [-4.1912, 1.1350, 2.1316], [-3.1153, 1.8748, 0.4029], [-3.2454, 3.0819, 2.1898], [6.8873, -0.6263, 6.1732], [5.9025, -0.6409, 5.4453], [5.9080, -0.7023, 3.9562], [6.9126, -0.7450, 3.2447], [4.5110, -0.7131, 3.5087], [3.6347, -0.6271, 4.6841], [2.3761, -0.5890, 4.6803], [4.4789, -0.6098, 5.8910], [4.0968, -0.5808, 7.0589], [4.1432, -0.7917, 2.2961], [-2.5818, -0.6699, -2.4991], [-1.8403, 0.6230, -2.1935], [-1.2560, 1.2281, -3.3993], [-2.1124, 2.1317, -4.1569], [-1.8399, 3.5826, -3.7900], [-0.1075, 0.8011, -3.9898], [0.2011, 1.1023, -5.1376], [0.7856, -0.0496, -3.1498], [1.2017, -1.2994, -3.5814], [2.0362, -2.0393, -2.7608], [2.4431, -1.4855, -1.5553], [2.0888, -0.2668, -1.1623], [1.2793, 0.4323, -1.9385], [-2.9642, -1.1058, -1.5757], [-1.9048, -1.3935, -2.9591], [-3.4130, -0.4975, -3.1873], [-1.0825, 0.4546, -1.4344], [-2.5151, 1.3671, -1.7745], [-3.1508, 1.8707, -3.9408], [-1.9383, 1.9606, -5.2177], [-1.9947, 3.7466, -2.7222], [-2.4991, 4.2576, -4.3401], [-0.8086, 3.8447, -4.0281], [0.8636, -1.6822, -4.5363], [2.3705, -3.0305, -3.0363], [3.0900, -2.0345, -0.8787], [0.9922, 1.4172, -1.5826]],
  "forces_ev_per_angstrom": [[0.2, 0.2, -0.3], [0.0, -0.1, 0.0], [0.0, 0.2, 0.0], [0.0, 0.0, 0.0], [0.0, 0.0, 0.0], [0.2, 0.1, 0.4], [-0.9, -0.3, -0.2], [-0.1, 0.1, 0.0], [0.2, 0.3, -0.4], [-0.2, -0.7, -0.4], [-0.1, 0.0, 0.3], [-0.5, 0.4, -0.1], [-0.2, 0.0, 0.1], [0.1, 0.1, 0.0], [0.0, 0.0, 0.2], [0.0, -0.1, -0.1], [0.0, 0.0, 0.0], [0.1, 0.0, 0.1], [0.1, 0.0, 0.0], [0.0, 0.0, 0.0], [-0.1, -0.1, -0.1], [0.2, 0.0, -0.2], [0.4, -0.1, 0.4], [0.0, 0.0, 0.1], [0.0, 0.0, 0.0], [0.7, -0.1, 0.6], [0.0, 0.0, 0.0], [0.0, 0.0, -0.1], [0.1, 0.0, -0.1], [0.0, -0.1, 0.0], [0.0, 0.1, 0.0], [-0.3, 0.0, 0.0], [0.1, 0.0, 0.0], [0.2, 0.1, 0.1], [0.0, 0.0, 0.0], [0.0, 0.0, 0.0], [0.1, 0.0, -0.1], [0.1, 0.1, 0.3], [-0.1, -0.2, -0.2], [0.0, 0.1, -0.1], [0.0, 0.0, 0.0], [0.0, 0.0, 0.0], [0.0, 0.0, 0.0], [0.0, 0.0, 0.0], [0.0, 0.0, 0.0], [0.0, 0.0, 0.0], [0.0, 0.0, 0.0], [0.0, 0.0, 0.0], [0.0, 0.0, 0.0], [0.0, 0.0, 0.0], [0.0, 0.0, 0.0], [0.0, 0.0, 0.0], [0.0, 0.0, 0.0]]
}

---

Record 6
{
  "formula": "C5H30N2O9",
  "method": "the ωB97M-V functional and the def2-TZVPD basis",
  "lumo_energy_ev": 0.44,
  "orbital_gap_ha": 0.3610,
  "homo_ev": -9.385,
  "energy_ev": -27079.731,
  "smiles": "CNC[C@@H](N)[C@@H](C)O.O.O.O.O.O.O.O.O",
  "de_lowest_kcal_mol": 28.59,
  "elements": ["C", "N", "C", "C", "N", "C", "C", "O", "H", "H", "H", "H", "H", "H", "H", "H", "H", "H", "H", "H", "H", "H", "O", "H", "H", "O", "H", "H", "O", "H", "H", "O", "H", "H", "O", "H", "H", "O", "H", "H", "O", "H", "H", "O", "H", "H"],
  "xyz": [[2.1158, 2.9069, -1.0153], [2.0981, 1.5552, -1.6352], [2.7404, 0.6102, -0.7204], [2.3861, -0.8553, -1.0212], [2.9829, -1.7180, 0.0036], [0.8091, -1.0576, -1.0530], [0.4796, -2.5336, -1.2803], [0.4405, -0.7586, 0.3073], [2.9975, 3.1009, -0.4035], [1.9615, 3.6181, -1.8223], [1.2488, 3.0480, -0.3674], [2.6846, 1.6418, -2.4559], [2.6289, 0.8448, 0.3444], [3.8460, 0.6534, -0.7566], [2.7804, -1.0649, -2.0234], [2.2390, -2.1163, 0.5569], [3.4775, -1.1304, 0.6668], [0.5024, -0.3293, -1.7866], [-0.1053, -2.9733, -0.4764], [-0.0593, -2.6190, -2.2152], [1.4316, -3.0603, -1.3538], [0.3252, 0.1974, 0.4231], [-0.5372, 1.7175, 2.2663], [-1.3694, 2.0996, 1.9091], [-0.3538, 1.8805, 3.1901], [-2.6098, 2.3782, 0.7769], [-2.7619, 1.7927, 0.0302], [-2.2137, 3.1141, 0.3143], [-1.5015, -0.8619, 2.2336], [-1.1073, -0.8621, 1.3332], [-0.9215, -0.1128, 2.4917], [-1.8394, -0.8712, -2.1955], [-2.3369, -1.2686, -2.9132], [-2.2880, -1.1369, -1.3671], [-3.4026, -2.2187, -0.4765], [-3.8348, -1.7737, 0.2807], [-2.9634, -3.0180, -0.1765], [-0.9942, 1.6968, -1.2998], [-1.1369, 0.8813, -1.8121], [-0.0237, 1.7052, -1.2948], [-4.0409, -0.5187, 1.6300], [-4.0624, 0.3427, 1.2192], [-3.0875, -0.6263, 1.8919], [1.1766, -0.4282, 3.5128], [0.8274, -0.5898, 2.6362], [1.3716, -1.2816, 3.9038]],
  "forces_ev_per_angstrom": [[-0.8, -0.2, -0.4], [0.4, 0.8, 1.2], [1.0, -0.9, -0.1], [-1.0, 0.3, 0.3], [0.3, 0.2, -0.3], [2.9, -0.4, 1.3], [0.4, 0.5, -0.7], [-1.2, 0.7, -0.1], [0.2, 0.2, -0.3], [0.4, 0.3, 0.1], [0.0, -0.2, 0.2], [-0.2, -0.3, -0.2], [-1.0, 0.1, -0.2], [-0.1, 0.2, -0.4], [0.0, -0.3, 0.0], [-0.1, -0.2, 0.1], [0.2, -0.1, 0.0], [-0.9, -0.2, 0.0], [-0.1, 0.2, 0.1], [-0.1, -0.3, -0.1], [-0.2, -0.3, 0.0], [0.1, 0.0, -0.2], [0.7, -0.4, -0.6], [0.2, -0.2, 0.5], [-0.3, 0.4, 0.2], [-0.8, 0.2, 0.2], [0.3, -0.4, -0.1], [0.2, 0.5, -0.1], [1.2, 0.4, -0.8], [-0.6, -1.0, -0.1], [-1.0, 0.2, 0.9], [0.2, 0.5, 0.0], [-0.2, 0.0, 0.1], [-0.2, -0.4, -0.4], [-0.1, 0.1, -0.3], [0.1, -0.1, 0.2], [-0.1, 0.0, 0.3], [0.5, -0.4, -0.3], [-0.6, 0.0, -0.1], [0.1, 0.4, -0.1], [0.2, -0.5, -0.1], [-0.2, 0.4, 0.0], [-0.4, 0.1, 0.2], [0.3, 0.5, 0.4], [0.2, -0.4, -0.3], [-0.1, -0.2, -0.1]]
}